Entry 1:
ORCA calculation (ωB97M-V/def2-TZVPD) on 2 unconnected molecules or ions with the total composition C3H9NO.

Last column: natural (NBO) charge in e.
Geometry (Å):
H -1.2458 -2.3939 0.1916  0.2189
C -0.4009 -1.8884 -0.2707  -0.6341
H -0.7467 2.2760 -0.5865  0.3752
H -0.2437 -2.2977 -1.2717  0.2114
H 0.5389 2.3344 -1.6433  0.3733
H -1.5491 -0.0715 0.2297  0.1983
C -0.6837 -0.3969 -0.3426  -0.3176
H 0.4496 0.2452 1.5654  0.4773
N -0.2436 1.7895 -1.3151  -0.8104
H 0.5033 -2.0704 0.3240  0.2123
H 0.9964 0.1198 -1.4755  0.1832
H 1.8044 -0.1067 2.1720  0.4636
C 0.0665 0.4556 -1.0301  -0.0021
O 0.8969 0.0950 2.4126  -0.9494

## Properties
Net charge: 0
Kohn-Sham gap in eV: 9.282
HOMO level in eV: -8.35
SMILES: C/C=C/N.O
2S+1: 1
LUMO level in eV: 0.933


Entry 2:
ORCA calculation (ωB97M-V/def2-TZVPD) on 2 unconnected molecules or ions with the total composition C3H9NO.

Last column: Löwdin spin population.
Geometry (Å):
H -2.2681 -1.8882 0.1093  -0.0074
H 0.0126 -1.9740 1.1603  -0.0186
O 1.5168 0.5765 0.3988  0.6428
H 2.9894 1.4815 -0.4941  0.1033
N -0.1572 -1.4586 0.2845  -0.0543
H -2.4072 0.7637 1.1720  0.0131
H 2.0329 2.4958 -0.1899  0.0763
C -1.9670 0.3058 0.2951  0.5598
H 1.3589 1.3520 -1.5061  0.0006
H -1.9262 0.8640 -0.6365  0.0084
H -0.0220 -2.1627 -0.4428  -0.0097
H 0.5733 -0.7098 0.1248  0.0001
C 1.8357 1.4253 -0.5321  0.1898
C -1.5717 -1.0712 0.2566  -0.5043

## Properties
<S²>: 1.64
Net charge: +1
Kohn-Sham gap (spin up / spin down) in eV: 8.941 / 7.484
HOMO level (spin up / spin down) in eV: -13.51 / -13.51
2S+1: 2
LUMO level (spin up / spin down) in eV: -4.568 / -6.022


Entry 3:
ORCA calculation (ωB97M-V/def2-TZVPD) on 2 unconnected molecules or ions with the total composition C3H9NO.

Last column: Löwdin spin population.
Geometry (Å):
H 1.9666 -0.2614 3.2576  0.0001
H -1.7822 0.5257 -1.8263  0.0209
H 1.2402 -0.2694 1.4425  0.0004
O 2.7834 0.8454 1.5608  0.0001
C 2.0374 0.0563 2.1372  0.0009
H 0.4456 0.4144 -0.1433  0.0196
C -0.5033 1.0493 -0.4836  0.1026
N -1.6357 0.1704 -0.9063  0.7012
H -0.2281 -1.1647 -1.8506  0.0285
H -1.8469 -1.9954 -1.0846  0.0020
H -0.6056 -1.6534 -0.0817  0.0019
H -0.5828 1.7936 0.3907  0.0393
H -0.2651 1.7454 -1.3512  0.0265
C -1.0235 -1.2564 -1.0612  0.0558

## Properties
<S²>: 0.75
Net charge: +1
Kohn-Sham gap (spin up / spin down) in eV: 10.016 / 4.422
HOMO level (spin up / spin down) in eV: -13.59 / -13.59
2S+1: 2
LUMO level (spin up / spin down) in eV: -3.574 / -9.166


Entry 4:
ORCA calculation (ωB97M-V/def2-TZVPD) on 2 unconnected molecules or ions with the total composition C3H9NO2.

Last column: Löwdin spin population.
Geometry (Å):
O 0.7247 0.7930 -0.9665  0.3273
H -0.5662 -1.6120 -0.1536  0.0198
H -2.0169 -0.9843 -0.8243  0.0074
H 5.2184 1.6181 -1.9427  0.0001
H -0.7226 0.4300 1.4654  0.0037
N -1.6375 -1.3490 2.1403  0.0133
H 3.7772 1.6871 -1.5630  0.0007
H -1.1534 0.7859 -1.8657  0.0489
H -1.3478 -2.2156 1.7041  0.0042
C -1.5190 -0.2348 1.1617  0.0401
C -1.1419 -0.6825 -0.2396  0.0974
O 4.4548 2.1986 -2.0326  0.0022
H -1.1129 -1.1949 2.9848  0.0013
H -2.4466 0.3337 1.1874  0.0096
C -0.5104 0.4268 -1.0557  0.4239

## Properties
<S²>: 0.75
Net charge: -1
Kohn-Sham gap (spin up / spin down) in eV: 3.464 / 6.810
HOMO level (spin up / spin down) in eV: 0.21 / -3.16
2S+1: 2
LUMO level (spin up / spin down) in eV: 3.677 / 3.651


Entry 5:
ORCA calculation (ωB97M-V/def2-TZVPD) on 2 unconnected molecules or ions with the total composition C3H9NO2.

Last column: natural (NBO) charge in e.
Geometry (Å):
H -0.6667 -0.3517 -2.1054  0.2030
H -0.8133 1.0759 -1.0918  0.2067
C 1.0503 -0.0968 0.7182  0.5481
C -0.4712 0.0359 -1.1132  -0.4416
H -2.4883 1.2345 1.7607  0.4707
H 1.5660 -1.1571 -2.3961  0.2106
C 1.5905 -1.2628 -1.3136  -0.4076
H 1.1198 -2.2048 -0.9825  0.1822
N 0.9288 -0.1420 -0.6672  -0.4755
H -2.1416 2.2623 0.8056  0.4603
H -1.1349 -0.3982 -0.3728  0.2280
H 2.0617 0.1995 1.0460  0.1085
O -2.7177 1.4604 0.8509  -0.9291
H 2.6256 -1.3560 -0.9648  0.2066
O 0.1822 -0.2338 1.5438  -0.5708

## Properties
Net charge: 0
Kohn-Sham gap in eV: 10.240
HOMO level in eV: -9.40
SMILES: CN(C)C=O.O
2S+1: 1
LUMO level in eV: 0.838


Entry 6:
ORCA calculation (ωB97M-V/def2-TZVPD) on 2 unconnected molecules or ions with the total composition C3H9NO2.

Last column: natural (NBO) charge in e.
Geometry (Å):
C -1.6070 0.2654 1.1751  0.8010
H 1.3986 0.1875 -0.4082  0.1923
H 0.0085 1.0069 0.1713  0.5023
H -2.6794 -0.8370 2.6590  0.2350
H 2.8393 0.6199 -1.4203  0.1976
C -1.6673 -0.7122 2.2754  -0.7325
H 1.9564 -0.7132 -2.8989  0.3503
O -0.2549 0.4158 0.8771  -0.7472
N 1.1546 -0.1182 -2.6498  -0.8171
O -2.4244 0.8527 0.5383  -0.5569
H 1.5410 1.5806 -1.5846  0.1837
H -1.0272 -0.5330 3.1269  0.2494
C 1.7540 0.5277 -1.4537  -0.4582
H -1.3946 -1.6908 1.8744  0.2477
H 0.4023 -0.8522 -2.2819  0.3527

## Properties
Net charge: 0
Kohn-Sham gap in eV: 10.609
HOMO level in eV: -9.85
SMILES: CC(=O)O.CN
2S+1: 1
LUMO level in eV: 0.759


| no. | M (g mol⁻¹) |
| --- | --- |
| 1 | 75.11 |
| 2 | 75.11 |
| 3 | 75.11 |
| 4 | 91.11 |
| 5 | 91.11 |
| 6 | 91.11 |